Record 1
{
  "formula": "C7H10ClN2O",
  "method": "the ωB97M-V functional and the def2-TZVPD basis",
  "species": ["C", "C", "C", "C", "C", "C", "C", "N", "N", "O", "Cl", "H", "H", "H", "H", "H", "H", "H", "H", "H", "H"],
  "xyz": [[-1.32683, 0.47246, -0.50232], [-0.09449, -0.33505, -0.21697], [-1.69250, 1.93502, 1.50047], [-1.88046, -0.88784, -0.94804], [1.37657, 1.14154, 1.24927], [2.13464, -1.07050, 0.23132], [1.28702, 0.11587, 0.09994], [-1.76823, 0.98088, 0.78070], [-0.65793, -1.50580, -0.29119], [-0.49711, -2.72553, -0.11729], [-3.64188, 1.71595, -2.03168], [-1.39084, 1.35475, -1.20726], [-2.81842, -1.16893, -0.57525], [-1.95465, -0.81393, -2.02193], [0.79953, 1.12420, 2.10067], [1.12367, 2.14932, 0.76158], [2.38835, 1.03921, 1.53054], [3.11978, -0.80210, 0.44669], [2.17195, -1.38408, -0.89306], [1.67221, -1.91379, 0.85862], [1.64963, 0.57834, -0.75481]],
  "forces_ev_per_a": [[0.37, 0.33, -0.18], [1.36, 0.90, 0.40], [-0.60, -2.45, -1.19], [-0.12, 1.45, 0.39], [0.27, 1.69, -3.42], [-1.08, -3.16, -2.09], [-2.36, -0.33, 2.31], [0.12, 2.91, 1.31], [-2.19, 0.88, -2.16], [1.03, -0.52, 0.40], [-0.13, 0.01, -0.20], [0.16, -1.42, 0.49], [-1.20, -0.60, 0.84], [0.52, -0.78, -0.43], [-1.65, -0.88, 1.68], [0.77, -1.11, 0.95], [1.38, 0.73, 0.52], [1.67, 0.15, 0.88], [0.13, -0.51, 2.04], [1.06, 1.25, -0.88], [0.48, 1.47, -1.65]],
  "charge": -1,
  "e_tot_ha": -917.56920,
  "relative_energy_kcal_mol": 5.9
}

=====

Record 2
{
  "formula": "C28H84N4O16",
  "method": "the ωB97M-V functional and the def2-TZVPD basis",
  "species": ["C", "O", "H", "H", "H", "H", "C", "O", "H", "H", "H", "H", "C", "O", "H", "H", "H", "H", "C", "O", "H", "H", "H", "H", "C", "C", "C", "O", "C", "N", "H", "H", "H", "H", "H", "H", "H", "H", "H", "H", "H", "C", "C", "C", "O", "C", "N", "H", "H", "H", "H", "H", "H", "H", "H", "H", "H", "H", "C", "C", "C", "O", "C", "N", "H", "H", "H", "H", "H", "H", "H", "H", "H", "H", "H", "C", "C", "C", "O", "C", "N", "H", "H", "H", "H", "H", "H", "H", "H", "H", "H", "H", "C", "C", "O", "O", "H", "H", "H", "H", "H", "H", "C", "C", "O", "O", "H", "H", "H", "H", "H", "H", "C", "C", "O", "O", "H", "H", "H", "H", "H", "H", "C", "C", "O", "O", "H", "H", "H", "H", "H", "H"],
  "xyz": [[15.44498, -14.44767, -3.78418], [14.98299, -14.94385, -5.04272], [16.45839, -14.09791, -3.98108], [14.83150, -13.66197, -3.34326], [15.50387, -15.25301, -3.05202], [15.61003, -15.57676, -5.40029], [13.33791, -10.98352, -4.50661], [12.02197, -10.93060, -5.09225], [13.92817, -11.89704, -4.57852], [14.04983, -10.34232, -5.02635], [13.31387, -10.61199, -3.48216], [11.47434, -11.54318, -4.59582], [11.16059, -13.83765, -3.92211], [10.78729, -12.59539, -3.36528], [10.65681, -14.72245, -3.53298], [11.05479, -13.84427, -5.00695], [12.21856, -13.99061, -3.70904], [10.62705, -12.79952, -2.44102], [17.17915, -11.47037, -11.45371], [16.53329, -12.57191, -12.11440], [18.03342, -11.84399, -10.88914], [17.44103, -10.68421, -12.16186], [16.45405, -10.99246, -10.79498], [16.04279, -13.13238, -11.50870], [10.74136, -7.77866, -5.11453], [11.38366, -7.40742, -6.47356], [11.17740, -8.46151, -7.57429], [9.80573, -8.51515, -7.94067], [9.42331, -9.39983, -9.01241], [10.89877, -6.09624, -6.90547], [10.88546, -6.88952, -4.50072], [11.30034, -8.55508, -4.59220], [9.68313, -8.03988, -5.11639], [12.45522, -7.36148, -6.27930], [11.67165, -9.39424, -7.30256], [11.80046, -8.13775, -8.40800], [9.69833, -10.44186, -8.84922], [9.93320, -9.17221, -9.94852], [8.34382, -9.27656, -9.09956], [9.89429, -6.15729, -6.81950], [11.09699, -6.10197, -7.89581], [15.30787, -7.86731, -6.93885], [16.67624, -8.27266, -7.47279], [16.64556, -9.61321, -8.15012], [16.41799, -10.68051, -7.17420], [16.82107, -11.89102, -7.71281], [17.07525, -7.13534, -8.35347], [15.29279, -6.85449, -6.53628], [14.98303, -8.61627, -6.21661], [14.47409, -7.93677, -7.63748], [17.43693, -8.38434, -6.70014], [17.56243, -9.79139, -8.71199], [15.85237, -9.71593, -8.89066], [16.46188, -12.57335, -6.94243], [17.90052, -12.01339, -7.80181], [16.29102, -12.14867, -8.62975], [17.19036, -6.25202, -7.87746], [17.96528, -7.37534, -8.76620], [16.06285, -16.69533, -8.21604], [16.09317, -17.75024, -7.08733], [16.97937, -19.01217, -7.47475], [16.53664, -19.65622, -8.64542], [17.43669, -20.71053, -9.06385], [16.55634, -17.14123, -5.82745], [15.28205, -16.98132, -8.92078], [17.02124, -16.59619, -8.72572], [15.95902, -15.66911, -7.86364], [15.10084, -18.16108, -6.90134], [16.89495, -19.69871, -6.63235], [18.00333, -18.63928, -7.49842], [17.53469, -21.39059, -8.21767], [18.44224, -20.31772, -9.21440], [17.01243, -21.12945, -9.97632], [17.48758, -16.76330, -5.92768], [16.62062, -17.93351, -5.20435], [8.37373, -10.67137, -5.12671], [7.87395, -11.35946, -6.38923], [8.76273, -12.47818, -6.98166], [8.28684, -12.70043, -8.33355], [8.98701, -13.70625, -9.00342], [6.56544, -11.85757, -6.23014], [7.91201, -9.71154, -4.89507], [9.41861, -10.39211, -5.26208], [8.29543, -11.35942, -4.28495], [8.04073, -10.53810, -7.08612], [8.68068, -13.42872, -6.45457], [9.78348, -12.10920, -7.08186], [8.52112, -13.79245, -9.98506], [9.01040, -14.65778, -8.47224], [10.02612, -13.39532, -9.11151], [6.00535, -11.05575, -5.97818], [6.22471, -12.12791, -7.14169], [13.99464, -10.06203, -12.63223], [12.95715, -9.75609, -11.48337], [13.78521, -9.76339, -10.31334], [14.93579, -9.09980, -13.04764], [13.46429, -10.34139, -13.54260], [14.60448, -10.91879, -12.34558], [12.15918, -10.49827, -11.50605], [12.57646, -8.74541, -11.63075], [14.33734, -8.97960, -10.36269], [15.30384, -8.75155, -12.23226], [12.23636, -17.08553, -4.94783], [11.57688, -18.43153, -4.46769], [10.45356, -18.24414, -3.70549], [11.58803, -16.41634, -6.01516], [13.27114, -17.29905, -5.21568], [12.34991, -16.45778, -4.06401], [12.32564, -18.92674, -3.84946], [11.28299, -19.05245, -5.31397], [9.73513, -18.50275, -4.28737], [10.68122, -16.35150, -5.70678], [12.93295, -13.41596, -7.31078], [13.03439, -12.11630, -8.13997], [13.64195, -12.26691, -9.38359], [12.15867, -14.38475, -7.94897], [12.67550, -13.24871, -6.26491], [13.92096, -13.86757, -7.22141], [13.67883, -11.45048, -7.56597], [12.05822, -11.63135, -8.13585], [13.69951, -11.35595, -9.68098], [11.91016, -15.08092, -7.33644], [14.19576, -14.89866, -11.35897], [12.97285, -15.67656, -10.86132], [11.93224, -14.73108, -10.70594], [14.93530, -14.38585, -10.29909], [13.95732, -14.01990, -11.95815], [14.88133, -15.55361, -11.89668], [13.06017, -16.15942, -9.88802], [12.67883, -16.41542, -11.60680], [11.88371, -14.54984, -9.76446], [14.34868, -13.78338, -9.83594]],
  "forces_ev_per_a": [[0.90, -0.92, -0.82], [-1.60, 1.34, 0.63], [0.10, 0.45, 0.61], [-0.17, 0.04, -0.54], [0.00, -0.12, 0.18], [0.48, -0.77, 0.10], [0.38, 0.81, -0.09], [1.24, -0.11, -0.46], [-0.83, -0.83, 0.13], [-0.60, 0.61, -0.39], [-0.05, -0.26, 0.15], [-0.03, 0.07, 0.43], [1.19, -0.81, -0.41], [-0.96, -0.49, 0.25], [-0.48, 0.23, 0.22], [-0.17, 0.28, 0.05], [0.22, -0.19, -0.21], [-0.04, 0.56, 0.25], [-1.10, -0.83, 0.08], [0.52, 0.90, -0.84], [0.17, 0.34, 0.03], [0.27, -0.46, -0.32], [0.07, 0.03, 0.45], [0.04, -0.05, 0.73], [0.84, 0.55, 0.08], [-0.83, -0.95, 0.65], [0.76, 0.50, -0.05], [-0.20, -0.97, -0.07], [0.76, 0.64, 0.56], [0.33, -0.63, 0.18], [-0.33, 0.10, 0.14], [-0.08, -0.26, -0.31], [-0.01, 0.13, -0.35], [0.15, 0.06, -0.17], [-0.66, -0.61, 0.38], [-0.14, 0.27, -0.63], [-0.11, -0.24, 0.50], [-0.12, 0.50, -0.16], [0.10, -0.12, -0.24], [-0.31, 0.32, -0.19], [-0.16, 0.67, -0.34], [-0.38, -0.97, 0.74], [-0.43, 1.79, 0.02], [-0.44, -0.88, -0.08], [0.53, 2.63, -0.92], [-0.69, -1.40, 0.94], [0.11, -1.54, -0.90], [0.10, -0.17, 0.26], [0.17, 0.28, 0.66], [0.42, 0.17, -0.82], [-0.30, 0.01, 0.61], [0.41, -0.11, 0.20], [-0.28, 0.28, -0.11], [0.24, -0.65, -0.18], [0.15, 0.23, -0.23], [0.14, 0.08, -0.30], [-0.13, -0.19, 0.37], [0.24, 0.28, -0.21], [0.21, -0.44, 0.36], [0.76, -0.21, -1.20], [-1.04, 1.09, 0.57], [0.60, 0.25, -0.23], [-0.50, 1.06, 0.90], [-0.29, -0.75, -0.42], [0.22, 0.42, -0.14], [0.12, -0.63, -0.27], [-0.81, -0.10, 0.30], [-0.23, 0.29, -0.02], [0.15, -0.33, 0.28], [0.41, -0.16, -0.46], [-0.20, -0.62, -0.26], [0.04, 0.19, -0.40], [0.19, -0.17, 0.30], [0.33, -0.05, -0.15], [0.22, 0.18, 0.73], [0.90, -0.06, 0.44], [1.01, -1.52, 1.57], [-0.55, -0.09, -1.62], [-0.49, 1.13, 1.85], [0.44, -0.23, -0.81], [0.63, 2.73, -2.05], [-0.55, -0.23, -0.14], [0.15, -0.24, -0.03], [0.03, 0.10, 0.12], [-0.70, 0.54, -1.22], [0.23, 0.04, 0.36], [0.24, -0.02, 0.51], [0.15, -0.21, 0.13], [-0.27, -0.12, 0.14], [0.18, -0.02, -0.17], [-0.82, -0.16, 1.23], [-0.32, -1.54, -0.37], [-1.05, -1.39, -0.78], [2.64, 0.84, -2.00], [-1.00, -0.03, 0.81], [-0.65, 1.03, 0.78], [-0.14, -0.01, -0.02], [-0.47, -0.49, 0.34], [0.29, -0.09, 0.55], [-0.43, -0.03, 0.02], [0.08, 0.08, 0.31], [0.61, 0.30, -0.12], [0.71, -1.53, 0.91], [1.86, 0.92, -1.30], [-1.86, 0.57, 0.57], [-0.35, -0.18, 0.30], [-0.11, 0.03, -0.51], [-0.32, 0.30, 0.10], [0.16, -0.17, -0.15], [0.68, -0.14, -0.29], [-0.45, 0.07, 0.54], [-0.38, 0.18, -0.23], [1.97, 0.26, -0.45], [0.14, -0.59, 2.36], [-0.84, -0.55, 0.03], [-1.55, 0.04, -0.74], [-0.54, 0.44, -0.18], [0.52, 0.34, -0.04], [-0.03, 0.16, 0.51], [-0.42, 0.04, -0.57], [0.59, 0.42, -0.75], [0.22, -0.42, 0.38], [0.41, -1.04, 0.13], [-0.21, 0.86, -0.84], [-1.03, 0.14, -0.19], [1.17, -0.02, 0.99], [-0.80, -0.49, -0.67], [-0.07, -0.04, -0.26], [0.89, -0.26, -0.14], [-0.13, -0.07, -0.04], [0.02, 0.20, 0.30], [0.01, 0.55, 0.24]],
  "charge": 1,
  "spin_multiplicity": 2,
  "e_tot_ha": -2539.48444
}